No. 1
A structure of composition C4H11N3 at a distorted geometry, computed with ωB97M-V/def2-TZVPD.

Values from the calculation:
- Frontier orbital gap: 7.376 eV
- Relative energy (zero: lowest compared OMol25 entry of this formula, charge and spin): 460.9 kJ/mol
- LUMO level: 0.68 eV

```
18
C4H11N3 | the Open Molecules 2025 dataset | ωB97M-V/def2-TZVPD
C 1.979 0.763 1.059
C 1.226 -0.392 0.494
C 1.650 -1.151 -0.515
N 0.101 -1.105 1.704
N -1.008 -1.378 1.438
H -1.363 -0.913 0.286
H 1.724 0.929 2.111
H 1.748 1.706 0.553
H 3.069 0.640 1.029
H 2.606 -0.996 -1.015
H 1.085 -2.018 -0.854
C -2.162 1.025 -0.737
N -1.425 -0.242 -0.871
H -1.780 -0.818 -1.629
H -0.415 -0.082 -0.994
H -2.145 1.610 -1.658
H -1.696 1.605 0.058
H -3.194 0.816 -0.456
```

---

No. 2
The molecule C4H11N3, computed with ωB97M-V/def2-TZVPD.

Values from the calculation:
- Frontier orbital gap: 8.095 eV
- Relative energy (zero: lowest compared OMol25 entry of this formula, charge and spin): 135.8 kJ/mol
- LUMO level: 0.99 eV

```
18
C4H11N3 | the Open Molecules 2025 dataset | ωB97M-V/def2-TZVPD
C 2.156 0.550 -0.250
C -1.343 1.423 -0.062
N 1.254 0.188 0.835
C 0.124 -0.570 0.413
C -1.058 -0.047 0.057
N 0.336 -1.974 0.463
N -2.187 -0.856 -0.176
H 0.963 1.020 1.335
H 0.250 -2.424 -0.447
H 1.246 -2.162 0.857
H -2.706 -0.599 -1.005
H -1.967 -1.841 -0.152
H 2.977 1.132 0.163
H 1.670 1.129 -1.048
H 2.567 -0.360 -0.691
H -2.317 1.637 0.383
H -0.590 2.030 0.440
H -1.376 1.723 -1.115
```

---

No. 3
A structure of composition C4H11N3 at a distorted geometry, computed with ωB97M-V/def2-TZVPD.

Values from the calculation:
- Frontier orbital gap (spin up / spin down): 7.298 / 8.169 eV
- Relative energy (zero: lowest compared OMol25 entry of this formula, charge and spin): 573.3 kJ/mol
- LUMO level (spin up / spin down): -0.71 / -0.32 eV

```
18
C4H11N3 | the Open Molecules 2025 dataset | ωB97M-V/def2-TZVPD
C 2.154 0.374 -0.063
N -0.239 -2.190 -0.497
C 0.055 -0.791 -0.452
N 1.074 -0.429 0.461
H -1.228 -2.407 -0.431
H 0.140 -2.664 0.316
H 0.177 -0.398 -1.468
H 2.878 -0.316 -0.513
H 2.667 0.896 0.746
H 1.871 1.083 -0.851
C -1.100 1.549 -0.264
C -0.982 0.170 0.383
N -2.040 -0.452 0.845
H -2.073 -0.486 1.863
H 0.093 0.377 1.178
H -1.362 2.278 0.504
H -1.898 1.521 -1.005
H -0.187 1.884 -0.752
```